# 1
Entry from the OMol25 dataset: a structure of composition C31H50BrN2O2RuSSi (ωB97M-V/def2-TZVPD).

**Spin multiplicity**: 1
**LUMO**: -10.28 eV
**HOMO-LUMO gap**: 0.239 Eh
**DFT total energy**: -4826.84023 hartree
**Charge**: +3

Geometry (Å):
Ru: -0.37098 -0.15972 -0.64355
C: 5.19893 -1.70002 2.50192
C: 6.15318 -0.52104 2.21938
C: 7.62612 -0.94853 2.44832
C: 5.80225 0.59492 3.21341
Si: 6.16236 -0.04903 0.39729
Br: 1.91020 -0.21098 0.02546
C: 6.46948 -1.37845 -0.89380
C: 7.95174 -1.14306 -1.28797
C: 5.55759 -1.18489 -2.12947
C: 6.30227 -2.83148 -0.43064
C: 6.22413 1.77042 -0.08910
C: 7.61909 2.19647 0.43860
C: 6.16208 2.07290 -1.59682
C: 5.12531 2.60816 0.59136
H: 5.19311 -1.88437 3.57734
H: 5.50760 -2.62484 2.02161
H: 4.17046 -1.47936 2.21143
H: 7.72574 -1.27711 3.48533
H: 8.32791 -0.12573 2.30582
H: 7.93297 -1.78464 1.82238
H: 5.93727 0.20603 4.22425
H: 4.76236 0.90695 3.12813
H: 6.44476 1.46984 3.12567
H: 8.14142 -0.15410 -1.69828
H: 8.21238 -1.86478 -2.06457
H: 8.63617 -1.31188 -0.45498
H: 5.72830 -0.24660 -2.65151
H: 4.50055 -1.25718 -1.86703
H: 5.76757 -1.98931 -2.83490
H: 6.96003 -3.10083 0.39405
H: 6.56923 -3.47610 -1.26956
H: 5.27640 -3.06764 -0.15676
H: 8.43343 1.63704 -0.02288
H: 7.71346 2.11644 1.52038
H: 7.76458 3.24650 0.17789
H: 6.94969 1.58282 -2.16507
H: 6.29658 3.14757 -1.73000
H: 5.19719 1.81321 -2.02925
H: 5.12810 2.52652 1.67612
H: 4.13066 2.35237 0.22249
H: 5.30592 3.65523 0.34188
C: -3.67977 0.76568 -1.18867
C: -3.24703 0.15941 0.09357
N: -2.00052 -0.20610 0.45071
C: -2.07479 -0.82634 1.70059
C: -3.36192 -0.80220 2.09622
N: -4.06651 -0.19304 1.08009
H: -2.82511 0.94181 -1.84038
H: -4.18346 1.71718 -1.01751
H: -4.37349 0.09829 -1.70174
H: -1.20614 -1.21593 2.20119
H: -3.83406 -1.17328 2.98791
H: -5.07011 -0.06801 1.06527
O: -0.16473 1.79129 -0.46882
S: -1.31070 2.79102 -0.05040
C: -0.59491 4.35621 -0.32425
C: -1.18235 5.10031 -1.34748
C: -0.69016 6.36889 -1.61827
C: 0.36770 6.86764 -0.87503
C: 0.94583 6.11291 0.14308
C: 0.46906 4.84896 0.43380
C: -1.41774 2.64967 1.70972
C: -2.62750 2.96853 2.30534
C: -2.73367 2.88463 3.68442
C: -1.64574 2.47165 4.44212
C: -0.44324 2.14131 3.82789
C: -0.31640 2.23052 2.45129
H: -2.01314 4.70256 -1.91338
H: -1.13759 6.96577 -2.39976
H: 0.74358 7.86027 -1.08058
H: 1.75995 6.52302 0.72447
H: 0.90142 4.27470 1.24195
H: -3.46581 3.30109 1.70546
H: -3.66345 3.14662 4.16932
H: -1.73257 2.41012 5.51766
H: 0.39906 1.82434 4.42689
H: 0.61360 1.97599 1.95661
C: 0.84719 -1.03566 -4.02625
C: -0.58612 -0.98194 -3.55405
C: -1.46716 -2.11059 -4.02682
O: -0.54732 -1.12658 -2.04666
H: 0.83510 -0.92334 -5.11041
H: 1.29902 -1.99551 -3.77976
H: 1.43903 -0.22456 -3.60004
H: -1.03188 0.00202 -3.73916
H: -1.05090 -3.07413 -3.74053
H: -1.50498 -2.05744 -5.11512
H: -2.48221 -2.02079 -3.64441


# 2
Entry from the OMol25 dataset: a cluster of 4 separate species, C23H42FN2O9S in total (ωB97M-V/def2-TZVPD).

**Spin multiplicity**: 1
**LUMO**: -4.34 eV
**HOMO-LUMO gap**: 0.294 Eh
**DFT total energy**: -2186.05887 hartree
**Charge**: +1

Geometry (Å):
C: 1.19123 -2.12318 -0.34542
C: 2.39169 -1.15836 -0.46783
C: 2.09620 0.28249 -0.00205
C: 2.36876 1.39143 -1.03973
C: 1.86869 1.17108 -2.47193
C: 0.41887 1.58184 -2.75267
C: -0.62595 0.67443 -2.08014
C: -2.00983 1.31847 -1.81698
C: -3.09777 0.53382 -2.44566
N: -4.16928 0.52351 -1.75075
C: -4.05154 1.25700 -0.48458
C: -2.54209 1.51796 -0.34456
N: -1.88285 0.61518 0.58690
C: -2.08988 -0.58300 0.63834
S: -2.37774 -2.10062 0.78754
C: -2.27684 2.93642 0.22558
C: -0.97018 3.56239 -0.19472
F: -3.32459 3.78195 -0.13057
H: 1.12354 -2.74284 -1.23925
H: 0.26119 -1.59546 -0.15411
H: 1.33949 -2.80828 0.49081
H: 3.17568 -1.56268 0.17258
H: 2.78678 -1.20203 -1.48082
H: 2.74568 0.49639 0.84865
H: 1.07883 0.36958 0.38947
H: 1.90332 2.31056 -0.66820
H: 3.44062 1.59005 -1.05465
H: 2.48827 1.78443 -3.12953
H: 2.01218 0.14202 -2.80868
H: 0.26488 2.63715 -2.52176
H: 0.27222 1.49093 -3.83260
H: -0.78967 -0.15663 -2.77225
H: -0.24250 0.22055 -1.17219
H: -2.04744 2.29324 -2.32541
H: -3.01835 0.00396 -3.38775
H: -5.02688 0.05627 -2.02260
H: -4.67502 2.14755 -0.50834
H: -4.47815 0.63737 0.30634
H: -2.28192 2.83429 1.31207
H: -1.05143 3.93161 -1.21755
H: -0.19228 2.79732 -0.19959
H: -0.68595 4.36692 0.47634
C: -3.63735 6.65787 1.51289
O: -3.52537 8.06881 1.33103
C: -4.32838 8.55621 0.38117
O: -5.08479 7.90519 -0.29361
O: -4.14468 9.86817 0.31168
C: -4.95019 10.53186 -0.67089
H: -2.93598 6.40020 2.30227
H: -4.64730 6.38769 1.81683
H: -3.37557 6.13187 0.59777
H: -6.00713 10.39661 -0.45197
H: -4.72692 10.15344 -1.66618
H: -4.68796 11.58264 -0.60456
C: -1.48406 -5.10232 1.98584
O: -0.85055 -6.22178 1.37084
C: 0.39788 -6.43770 1.80392
O: 0.97661 -5.76200 2.61529
O: 0.87818 -7.50308 1.17883
C: 2.22131 -7.85178 1.54411
H: -2.47194 -5.03323 1.53666
H: -1.58058 -5.24826 3.06028
H: -0.91374 -4.19554 1.79190
H: 2.27965 -8.08302 2.60533
H: 2.90455 -7.03961 1.30342
H: 2.46640 -8.73070 0.95717
C: 3.93170 -4.01410 2.33582
O: 4.56974 -4.28712 1.08457
C: 5.65875 -5.05518 1.18263
O: 6.10594 -5.50742 2.20247
O: 6.15526 -5.23114 -0.03939
C: 7.33640 -6.04290 -0.08283
H: 3.07541 -3.38687 2.10222
H: 3.59112 -4.93213 2.81006
H: 4.60089 -3.47802 3.00631
H: 7.12826 -7.04045 0.29806
H: 8.13495 -5.58602 0.49759
H: 7.61951 -6.09531 -1.12926


# 3
Entry from the OMol25 dataset: a structure of composition C8H11InNPS (ωB97M-V/def2-TZVPD).

**Spin multiplicity**: 1
**LUMO (alpha / beta)**: 0.15 / -0.06 eV
**HOMO-LUMO gap (alpha / beta)**: 0.166 / 0.205 Eh
**DFT total energy**: -1295.46858 hartree

Geometry (Å):
C: -2.06488 -1.38236 -0.96367
C: -0.99380 -1.87752 -1.67504
C: 0.26501 -2.12576 -0.98032
C: 0.20081 -2.32278 0.45915
C: -1.09502 -2.18709 1.05421
In: -0.63727 -0.25344 0.18006
P: -2.31253 1.32183 1.28630
H: -3.02983 -0.98283 -1.35189
H: -1.01679 -2.11862 -2.75983
H: 1.14683 -2.48254 -1.53670
H: -1.43648 -2.51559 2.09518
H: 1.14323 -2.62570 0.96308
H: -2.25441 1.20212 2.72997
H: -3.62200 1.02426 0.68088
H: -1.73007 2.56211 0.78656
S: 3.41712 2.21537 -1.10245
C: 2.74520 2.68381 0.44896
C: 1.61632 1.95731 0.72128
N: 1.30679 0.98280 -0.26699
C: 2.16835 1.01840 -1.29173
H: 3.14948 3.46573 1.10111
H: 0.95446 2.04244 1.59003
H: 2.07946 0.39805 -2.16813


Question: Which value of DFT total energy does entry 3 give?
Answer: -1295.46858 hartree